The following is a quantum chemistry calculation of a molecular structure, C37H29ClFeN8O, from OMol25.

Last column: Mulliken charge in e.
Atoms and positions in Å:
C: 2.667 4.455 -3.730  -1.53
N: 2.257 1.292 1.306  0.47
N: -0.564 1.688 0.564  1.27
C: 1.888 0.091 0.456  0.78
H: -2.764 3.992 1.337  0.45
H: 1.008 -5.212 1.171  0.48
H: 3.013 4.238 -4.739  0.40
H: 4.257 3.956 1.055  0.48
H: -5.355 -3.317 1.376  0.44
C: 0.629 1.023 -2.007  -1.01
C: -0.629 -1.004 -2.277  0.60
Fe: -0.013 -0.236 0.416  -0.52
H: 2.946 1.811 -4.367  0.42
N: 2.815 -0.420 -0.217  -0.58
C: 3.648 3.204 1.533  -1.29
C: 0.411 2.319 -1.541  -0.01
H: 3.741 -0.013 -0.069  0.45
H: -1.477 4.323 -1.059  0.53
C: -1.475 2.180 1.396  -0.21
C: -3.769 -2.024 0.819  -0.97
N: -0.020 -0.079 -1.440  0.92
C: 2.540 2.091 4.879  -1.01
C: -2.877 -3.738 -4.809  -1.66
C: 1.943 1.263 2.648  0.08
N: -0.265 -2.898 -0.722  0.55
C: 0.975 0.362 3.211  0.37
C: 3.025 2.222 0.767  0.22
H: 1.620 1.061 6.491  0.42
C: -4.414 -2.868 1.666  -0.51
H: 0.268 -0.343 5.097  0.37
C: -0.066 -4.209 -0.465  0.00
C: -2.513 -1.436 1.171  0.38
H: 2.006 5.321 -3.774  0.37
H: 3.138 2.154 -0.309  0.44
C: 3.505 3.130 2.886  -0.62
C: -0.852 -2.335 -1.903  0.87
H: -0.990 0.404 -3.848  0.52
C: -0.831 -1.139 2.993  -0.13
N: 0.036 -0.351 2.394  1.06
H: 4.030 3.820 3.536  0.46
H: 0.857 4.408 -1.697  0.54
C: -2.009 3.369 0.895  -1.55
C: 1.965 3.265 -3.131  0.54
H: -2.741 -3.516 -5.867  0.41
H: -0.426 -4.980 -1.119  0.43
C: 0.944 0.325 4.590  -0.63
C: -1.982 -1.745 2.464  0.78
N: 0.327 -2.151 0.229  0.49
C: 1.578 0.877 -3.025  0.19
C: -3.874 -3.173 2.943  0.03
C: 1.061 3.419 -2.092  -0.51
H: -1.782 -4.204 -2.397  0.37
C: 0.669 -4.312 0.691  -1.68
C: -2.704 -2.621 3.333  -1.45
H: 1.453 -2.619 1.922  0.50
H: -3.943 -3.655 -4.589  0.29
C: 2.663 2.161 3.477  0.80
H: -2.181 -1.134 -5.308  0.42
C: -1.582 -3.192 -2.723  -1.10
C: -1.816 -1.487 -4.351  -1.12
H: 3.538 4.740 -3.137  0.27
Cl: -4.752 -4.240 3.995  -0.22
C: -2.075 -2.797 -3.952  0.23
O: -1.930 -0.660 0.351  -0.59
C: 2.223 1.967 -3.576  -1.08
C: -1.130 -0.621 -3.531  -0.48
H: -0.687 -1.364 4.044  0.20
C: 1.720 1.152 5.418  -1.11
H: -2.309 -2.841 4.318  0.48
N: -0.512 2.534 -0.480  -0.43
H: 3.104 2.777 5.497  0.44
C: 0.893 -2.995 1.082  -0.10
H: -1.716 1.660 2.309  0.42
H: 1.796 -0.124 -3.373  0.57
H: -2.585 -4.775 -4.639  0.38
C: -1.370 3.558 -0.309  -0.04
H: -4.175 -1.782 -0.154  0.54

Results
Charge: +1
Total energy: -3664.378279 Ha
Gap between HOMO and LUMO (spin up / spin down): 5.515 / 5.668 eV
Energy above the lowest of the compared OMol25 structures with the same formula, charge and spin: 0.0 kcal per mole
HOMO (spin up / spin down): -0.3471 / -0.3523 hartree
Multiplicity: 2